Record 1
DFT (ωB97M-V/def2-TZVPD) results for a 6-piece molecular cluster, C43H39Br2ClF3N8O14PS2 overall in a non-equilibrium geometry.

Structure (XYZ):
```
113
Properties=species:S:1:pos:R:3:forces:R:3:mulliken_charge:R:1
N 0.6298 -2.3059 8.9702 1.3 -0.9 -0.8 -0.545
C 1.9109 -2.5326 8.2960 2.8 0.9 0.3 -0.361
C 2.0606 -3.4581 7.0726 2.3 0.9 0.6 0.110
C 0.7595 -4.1529 6.5498 0.8 -0.1 0.6 -1.629
C 0.2766 -3.5752 5.1642 0.2 -0.2 0.2 -0.015
C -0.7273 -2.3586 5.2838 -0.3 -0.9 -0.9 0.450
F -1.5837 -2.4454 6.3855 1.2 0.3 -1.2 -0.329
Br 0.3125 -0.6673 5.2517 -0.6 -0.8 0.4 -0.007
C -1.6612 -2.3853 3.9875 -0.3 -0.6 -0.2 0.556
F -0.8593 -2.5323 2.8610 -1.1 0.4 1.5 -0.175
F -2.4925 -3.5118 4.0141 1.4 1.6 0.1 -0.229
Br -2.8214 -0.7987 3.8854 0.6 -0.9 -0.2 -0.114
C 3.3839 -3.6771 6.4537 -3.1 0.9 1.5 0.441
C 3.4567 -4.6697 5.2508 1.1 0.1 0.2 -0.869
C 4.4123 -4.2350 4.0722 -0.1 -0.5 -0.6 -0.912
C 3.7436 -3.2621 3.0077 0.3 -0.8 0.3 -0.312
S 4.7916 -1.7642 2.8331 3.0 1.8 -3.3 1.070
O 6.2175 -2.1097 2.6684 -2.1 -0.6 1.7 -0.662
O 4.4142 -0.9799 1.6455 -1.3 -1.0 2.5 -0.515
O 4.6682 -0.8438 4.1966 -0.3 -1.2 -1.0 -0.435
C 4.5365 -2.9502 7.0675 1.0 0.5 0.7 0.854
N 5.8467 -3.0331 6.6541 -1.3 0.8 1.2 -0.547
S 6.7858 -2.0599 7.6232 -2.8 -0.3 0.2 0.108
N 5.6094 -1.4419 8.6629 -1.3 -2.0 -2.0 -0.627
C 4.4142 -2.0205 8.2769 -0.4 -0.4 -0.5 0.732
C 3.0494 -1.8339 8.9096 -0.4 -0.5 -2.6 0.459
P 2.7599 -0.7598 10.4443 0.5 -1.2 1.5 0.138
O 4.2932 -0.1753 10.8846 -1.9 0.2 -1.9 -0.448
Cl 1.4797 0.8493 9.9317 1.0 -0.3 -0.5 -0.245
H -0.0400 -1.8449 8.3496 0.1 -0.3 0.3 0.213
H 0.3103 -3.2445 9.2381 -0.4 0.7 -0.1 0.292
H 0.9887 -5.2606 6.4835 -0.4 1.3 -0.2 0.364
H -0.0331 -4.0676 7.3490 0.8 0.0 -1.1 0.454
H 1.1712 -3.1795 4.5992 -1.2 -0.5 0.6 -0.486
H -0.1824 -4.4071 4.5483 0.3 1.0 0.7 0.473
H 3.8503 -5.6494 5.6579 -0.4 1.0 -0.4 0.440
H 2.4549 -4.9037 4.7940 1.0 0.4 0.8 0.253
H 5.3895 -3.7874 4.3899 -1.0 -0.6 0.0 0.557
H 4.6794 -5.1826 3.5108 -0.3 1.1 0.6 0.400
H 2.6609 -3.0339 3.1885 1.1 0.2 0.0 0.068
H 3.7920 -3.7671 1.9959 0.1 1.0 0.9 0.360
H 5.5204 -0.8944 4.6796 -0.3 -0.2 -0.4 0.332
H 4.7091 0.3026 10.1389 0.2 -0.3 0.5 0.325
O -5.0350 0.8069 1.6499 0.0 0.1 -0.3 -0.616
N -5.0977 1.1875 0.4927 -0.1 0.0 0.2 1.031
O -5.9403 1.9606 0.0683 0.2 -0.2 0.1 -0.599
C -4.0969 0.6818 -0.4536 0.4 -0.2 -0.4 -0.078
C -3.1414 -0.2304 -0.0203 0.0 -0.1 0.2 -0.007
C -2.2120 -0.7220 -0.9252 -0.1 0.1 -0.1 -0.662
C -2.2373 -0.2995 -2.2485 0.0 0.0 0.1 -0.203
C -3.1886 0.6208 -2.6735 0.0 -0.2 0.1 -0.410
C -4.1251 1.1149 -1.7746 -0.1 0.1 0.0 -0.610
H -3.1082 -0.5675 1.0066 -0.2 0.1 0.0 0.223
H -1.4667 -1.4383 -0.5989 -0.1 0.1 0.0 0.422
H -1.5116 -0.6898 -2.9541 -0.1 0.0 0.0 0.429
H -3.1997 0.9510 -3.7110 -0.2 -0.3 0.7 0.566
H -4.8640 1.8294 -2.1156 0.0 -0.1 0.2 0.499
O 2.5692 2.0523 -4.2210 0.0 -0.2 0.3 -0.526
N 2.6369 1.4513 -3.1612 -0.2 -0.1 -0.2 1.008
O 1.9619 0.4758 -2.8784 0.1 0.2 -0.1 -0.605
C 3.5910 1.9379 -2.1584 0.4 0.2 0.4 0.043
C 4.3511 3.0691 -2.4306 0.0 0.2 -0.2 -0.355
C 5.2354 3.5406 -1.4704 -0.1 -0.1 0.1 -0.406
C 5.3578 2.8805 -0.2525 0.0 0.0 -0.1 -0.550
C 4.6013 1.7439 0.0074 0.1 0.2 0.0 -0.254
C 3.7127 1.2682 -0.9472 -0.1 -0.2 0.1 -0.445
H 4.2633 3.5905 -3.3754 -0.1 -0.2 0.0 0.445
H 5.8283 4.4256 -1.6694 -0.1 -0.1 0.0 0.369
H 6.0457 3.2545 0.4979 0.0 0.0 -0.1 0.383
H 4.7009 1.2305 0.9552 -0.1 0.0 -0.1 0.413
H 3.1261 0.3837 -0.7325 0.0 0.1 -0.1 0.520
O -2.8375 2.0385 -5.1350 0.3 0.1 -0.8 -0.684
N -1.9120 1.4197 -5.6355 0.0 0.1 -0.1 1.099
O -1.8465 0.2015 -5.6843 -0.2 0.5 0.2 -0.610
C -0.8052 2.1866 -6.2086 0.5 0.3 -0.2 0.039
C -0.8261 3.5740 -6.1379 -0.1 0.2 0.1 -0.407
C 0.2368 4.2958 -6.6610 0.1 -0.2 0.0 -0.521
C 1.3055 3.6315 -7.2516 0.0 0.0 0.0 -0.475
C 1.3129 2.2439 -7.3269 -0.1 0.2 0.0 -0.568
C 0.2553 1.5148 -6.8039 0.0 -0.2 0.0 -0.011
H -1.6536 4.1010 -5.6798 0.0 -0.2 0.0 0.465
H 0.2348 5.3779 -6.6059 0.0 -0.1 0.0 0.396
H 2.1375 4.1983 -7.6544 -0.1 0.0 0.0 0.408
H 2.1467 1.7309 -7.7905 -0.1 0.0 0.1 0.405
H 0.2728 0.4334 -6.8648 -0.1 0.1 0.1 0.385
O -0.7795 -4.6429 -10.9219 -0.1 0.2 0.2 -0.604
N -1.3363 -3.8364 -10.1968 -0.2 -0.1 -0.4 1.007
O -2.3546 -3.2339 -10.4883 0.3 -0.1 0.1 -0.600
C -0.7364 -3.5695 -8.8850 0.3 0.1 0.6 0.038
C 0.4449 -4.2091 -8.5311 0.1 -0.1 -0.1 -0.394
C 1.0228 -3.9365 -7.2987 -0.1 0.1 0.0 -0.439
C 0.4177 -3.0348 -6.4306 0.0 0.0 0.0 -0.480
C -0.7700 -2.4068 -6.7886 0.1 -0.2 0.1 -0.234
C -1.3519 -2.6728 -8.0210 -0.1 0.1 0.0 -0.445
H 0.9241 -4.9128 -9.1999 -0.2 0.1 -0.1 0.449
H 1.9477 -4.4248 -7.0151 -0.1 0.0 -0.1 0.384
H 0.8746 -2.8193 -5.4705 0.0 0.0 -0.1 0.452
H -1.2391 -1.7076 -6.1079 0.1 -0.2 -0.2 0.459
H -2.2754 -2.1761 -8.2917 0.1 -0.1 -0.1 0.466
O -7.8677 9.3439 -1.6945 0.0 -0.3 -0.1 -0.602
N -7.8249 8.2769 -2.2828 0.0 0.3 -0.2 0.994
O -7.9004 8.1528 -3.4931 0.0 0.0 0.3 -0.601
C -7.6771 7.0592 -1.4790 0.0 -0.5 0.3 0.074
C -7.6247 7.1564 -0.0943 0.0 0.1 0.2 -0.318
C -7.5084 5.9992 0.6642 0.0 0.0 -0.2 -0.463
C -7.4413 4.7602 0.0379 0.0 0.0 0.1 -0.408
C -7.4844 4.6733 -1.3483 0.0 0.2 0.1 -0.319
C -7.6033 5.8256 -2.1135 0.0 -0.1 -0.2 -0.373
H -7.6762 8.1166 0.4033 0.0 0.0 -0.2 0.432
H -7.4729 6.0625 1.7454 0.0 0.0 -0.1 0.377
H -7.3561 3.8582 0.6324 0.0 0.1 -0.1 0.424
H -7.4289 3.7052 -1.8319 0.0 0.1 0.0 0.371
H -7.6392 5.7467 -3.1928 0.0 0.2 0.1 0.423
```
Positions in Å, forces in eV/Å.

Properties
SMILES string: Nc1c(CC[C@@](F)(Br)C(F)(F)Br)c(CCCS(=O)(=O)O)c2nsnc2c1P(O)Cl.O=[N+]([O-])c1ccccc1.O=[N+]([O-])c1ccccc1.O=[N+]([O-])c1ccccc1.O=[N+]([O-])c1ccccc1.O=[N+]([O-])c1ccccc1
Relative energy (zero: lowest compared OMol25 entry of this formula, charge and spin): 2.572 eV
Multiplicity: 1
Frontier orbital gap: 7.0334 eV
E_LUMO: -1.785 eV

Record 2
DFT (ωB97M-V/def2-TZVPD) results for B5CuF8H12 as an isolated structure in a non-equilibrium geometry.

Structure (XYZ):
```
26
Properties=species:S:1:pos:R:3:forces:R:3:mulliken_charge:R:1
Cu -0.1148 -0.2669 0.5468 -0.1 -0.3 0.2 0.212
B 0.6911 0.4091 2.6803 0.4 0.5 -0.6 0.496
H 0.1384 1.3770 2.2585 -0.6 0.4 0.5 -0.332
H 1.1280 0.5657 3.7908 0.2 -0.1 0.4 -0.286
H 0.0315 -0.5775 2.6058 -0.7 -0.6 0.3 -0.210
H 1.5932 0.2779 1.8845 0.6 -0.1 -0.1 -0.215
B 0.8615 -2.4221 0.4371 1.4 -0.3 -0.5 0.580
H -0.1502 -2.0870 1.0023 -0.9 0.6 0.4 0.131
H 1.8217 -1.9393 0.9693 0.2 0.3 0.1 -0.333
H 0.9955 -3.6138 0.5900 -0.5 -0.5 0.2 -0.230
H 0.8191 -2.1873 -0.7263 0.0 0.1 -0.3 -0.375
B -2.4219 -0.2717 0.2036 0.0 0.0 -0.1 0.638
H -1.9118 0.6829 -0.2985 -0.1 0.5 -0.3 -0.270
H -2.0536 -1.2329 -0.4185 0.1 -0.5 0.0 -0.362
H -2.0798 -0.2626 1.3671 0.0 -0.3 0.5 -0.203
H -3.6226 -0.2137 0.1290 -0.4 0.1 0.1 -0.274
B 1.3104 2.2754 -0.3053 -0.2 0.0 0.1 0.776
F -0.0407 1.9287 0.1076 0.7 -0.4 -0.4 -0.531
F 1.2442 3.0692 -1.4489 0.0 0.3 -0.1 -0.392
F 1.9103 2.9918 0.7468 0.1 0.2 -0.1 -0.414
F 2.0185 1.1042 -0.5780 0.0 0.0 0.2 -0.444
B -0.4502 0.0998 -3.0891 0.5 -0.3 -0.1 0.464
F 0.6958 0.2521 -3.9184 0.1 0.2 0.0 -0.423
F -1.2952 -0.8141 -3.7716 -0.3 -0.1 0.1 -0.437
F -0.0310 -0.4636 -1.8502 -0.2 0.4 -0.4 -0.151
F -1.0875 1.3184 -2.9144 -0.1 0.1 -0.1 -0.414
```
Positions in Å, forces in eV/Å.

Properties
Relative energy (zero: lowest compared OMol25 entry of this formula, charge and spin): 0.000 eV
Multiplicity: 2
Net charge: -3
Frontier orbital gap (alpha / beta): 7.6151 / 7.3611 eV
E_LUMO (alpha / beta): 7.719 / 7.493 eV

Record 3
DFT (ωB97M-V/def2-TZVPD) results for C5H10NO as an isolated structure in a non-equilibrium geometry.

Structure (XYZ):
```
17
Properties=species:S:1:pos:R:3:forces:R:3:mulliken_charge:R:1
C 2.3699 -1.2363 0.1477 2.0 -0.6 0.5 -0.429
C -1.6970 -1.4959 0.8259 -0.1 -2.3 -0.3 -1.214
C -0.4588 -0.6881 0.3664 -0.5 -1.3 0.6 0.009
C -0.3779 0.0504 -0.8258 0.4 0.2 0.1 0.233
C 1.6272 1.0248 -0.0961 -1.6 0.5 0.1 -0.253
N 2.2923 -0.0014 0.3436 0.8 -0.4 1.3 -0.147
O 0.6196 0.9192 -1.0584 -1.3 -1.1 0.7 -0.271
H 2.8879 -1.7643 0.9570 -0.1 -0.3 -0.4 0.345
H -2.5575 -0.8889 1.1284 0.2 -0.1 -0.3 0.332
H -2.0017 -2.2405 -0.0367 0.4 1.6 1.6 0.320
H -1.4433 -2.2250 1.7274 -0.3 1.8 -1.9 0.342
H 0.4092 -1.3402 0.6805 -0.5 1.4 -0.3 0.225
H -0.1734 0.4231 1.1124 0.3 -0.6 -0.3 -0.068
H 2.2345 -1.7753 -0.7803 -0.7 0.0 -0.3 0.356
H -1.1693 0.0707 -1.5859 0.3 0.3 0.4 0.440
H 2.1973 1.9183 -0.2510 -0.1 0.6 0.1 0.344
H 0.6256 1.0493 1.2658 0.8 0.4 -1.6 0.439
```
Positions in Å, forces in eV/Å.

Properties
Relative energy (zero: lowest compared OMol25 entry of this formula, charge and spin): 6.846 eV
Multiplicity: 1
Net charge: +1
Frontier orbital gap: 8.4305 eV
E_LUMO: -5.367 eV

Record 4
DFT (ωB97M-V/def2-TZVPD) results for a 2-piece molecular cluster, C4H9FNOS overall in a non-equilibrium geometry.

Structure (XYZ):
```
17
Properties=species:S:1:pos:R:3:forces:R:3:mulliken_charge:R:1
C -1.4780 0.2987 0.5022 -1.3 2.7 -1.1 -0.653
C 0.1885 -1.1849 0.9865 0.9 -1.5 2.6 -0.661
C -0.7089 0.0207 -0.8521 -1.5 -0.3 1.7 0.041
C 0.5268 -0.6604 -0.3391 0.1 -1.6 0.0 0.508
N -1.1353 -0.6814 1.4092 0.9 -3.2 0.9 -0.323
O -0.6142 1.1080 -1.5867 1.3 3.5 -2.0 -0.500
F 2.0664 2.4484 -0.2156 0.7 0.8 -0.7 -0.381
S 1.8399 -0.8324 -1.3033 -0.7 1.3 -1.5 -0.046
H -1.3514 1.3618 0.9943 0.3 -1.6 -1.5 0.327
H -2.5246 0.2308 0.2407 -0.4 0.3 0.1 0.335
H 0.2593 -2.3216 1.0995 0.0 1.3 -0.5 0.388
H 0.9948 -0.8626 1.7385 -0.8 -0.1 -1.0 0.324
H -1.2726 -0.7315 -1.5300 0.8 0.5 1.4 0.297
H 2.6225 3.1120 -0.6149 -0.8 -0.9 0.6 0.403
H -1.8237 -1.4568 1.4279 0.8 0.7 0.0 0.336
H -0.2372 1.9073 -1.1221 -0.5 -1.3 -0.4 0.375
H 2.6476 -1.7561 -0.8351 0.3 -0.6 1.3 0.228
```
Positions in Å, forces in eV/Å.

Properties
Relative energy (zero: lowest compared OMol25 entry of this formula, charge and spin): 1.118 eV
Multiplicity: 1
Net charge: +1
Frontier orbital gap: 7.2891 eV
E_LUMO: -6.120 eV

Record 5
DFT (ωB97M-V/def2-TZVPD) results for the molecule C15H21BrN2O4S2 in a non-equilibrium geometry.

Structure (XYZ):
```
45
Properties=species:S:1:pos:R:3:forces:R:3:mulliken_charge:R:1
N -4.6855 2.3676 3.2561 0.6 -0.8 -0.3 -0.470
S -4.3965 2.8357 1.6738 -4.1 1.9 -0.3 1.267
O -4.3860 4.2880 1.4656 0.9 -2.2 1.1 -0.594
O -5.4718 2.1716 0.9784 0.9 -0.7 -0.6 -0.705
C -2.8839 2.0765 1.3348 -0.4 0.1 -0.6 0.567
C -2.8771 0.9062 0.5809 1.6 1.9 1.4 -1.053
C -1.6953 0.2408 0.4101 1.6 0.0 1.4 0.942
C -1.7692 -1.0447 -0.2752 1.0 -3.7 -2.2 0.369
O -2.6098 -1.3260 -1.0935 -2.1 1.4 -0.9 -0.679
N -0.8477 -2.0655 -0.1119 -0.2 1.9 1.2 -0.135
C -0.5768 -3.1018 -1.0643 0.9 0.4 -1.1 -0.135
C 0.0866 -4.2482 -0.5007 2.9 -2.0 -0.8 -0.965
O 1.5187 -4.0662 -0.3667 -1.4 2.4 -2.1 -0.466
C -0.5439 0.7745 0.9839 1.3 0.6 0.6 -0.345
S 1.1107 0.0288 0.9657 -0.3 1.1 -0.3 -0.358
C 1.6985 1.1623 -0.3723 1.1 1.1 -1.4 0.035
C 1.4093 0.5496 -1.7451 0.1 -1.3 -1.0 -1.036
C 2.2445 -0.7457 -2.0311 1.1 2.1 0.1 -0.346
C 3.7841 -0.5173 -1.8149 -0.9 0.6 -0.2 -0.628
C 4.0114 0.2006 -0.4543 1.1 1.0 -1.0 -0.672
C 3.2449 1.4988 -0.2521 -1.3 0.5 0.7 -0.820
C -0.5552 2.0388 1.6263 0.6 -1.2 -0.7 -0.651
C -1.7226 2.6750 1.7953 -1.1 1.3 1.2 -0.585
Br -1.6886 4.3167 2.8795 0.1 -1.2 -0.8 -0.142
H -5.2082 1.4609 3.2625 0.6 1.4 -0.1 0.277
H -5.0733 3.0720 3.8536 -0.1 0.4 0.1 0.271
H -3.6712 0.4875 0.1018 -2.6 -0.7 -0.9 0.865
H -0.2648 -1.8621 0.6569 1.5 -0.6 0.3 0.249
H -1.4438 -3.6005 -1.3877 -1.7 0.5 -1.0 0.304
H 0.1193 -2.8782 -1.9039 -1.0 0.9 0.0 0.131
H -0.0429 -5.2171 -1.0353 -0.3 0.9 -0.3 0.379
H -0.2938 -4.4022 0.4238 -1.3 -0.7 3.3 0.550
H 1.7250 -4.6900 0.2572 1.5 -2.3 2.4 0.257
H 1.0812 2.0746 -0.4202 0.3 -0.2 0.9 0.641
H 0.3292 0.3258 -1.8011 0.3 -0.2 0.1 0.305
H 1.5508 1.2396 -2.6010 0.3 0.2 0.7 0.424
H 1.9208 -1.4923 -1.3573 -0.4 -1.1 0.6 -0.024
H 2.1636 -1.0509 -3.0541 -0.6 -0.4 -0.5 0.482
H 4.1975 0.1322 -2.7043 -0.6 -1.3 1.7 0.283
H 4.2386 -1.5420 -1.7793 0.0 1.1 -0.3 0.354
H 3.8773 -0.4394 0.3990 0.0 -0.6 0.3 0.359
H 5.0206 0.5977 -0.4713 0.7 -0.7 0.3 0.359
H 3.4888 2.0122 0.7680 -0.4 -1.1 -1.8 0.223
H 3.5767 2.2060 -1.0657 -0.7 -0.5 0.7 0.381
H 0.3099 2.5502 1.9900 0.7 -0.4 0.1 0.535
```
Positions in Å, forces in eV/Å.

Properties
SMILES string: NS(=O)(=O)c1cc(C(=O)NCCO)c(SC2CCCCC2)cc1Br
Multiplicity: 1
Frontier orbital gap: 8.7443 eV
E_LUMO: -0.395 eV

Record 6
DFT (ωB97M-V/def2-TZVPD) results for a 2-piece molecular cluster, C3H4BrNO overall in a non-equilibrium geometry.

Structure (XYZ):
```
10
Properties=species:S:1:pos:R:3:forces:R:3:mulliken_charge:R:1
C 1.0781 0.4831 -1.2015 -2.8 1.9 0.9 -0.541
C 0.4614 0.0068 -0.1115 1.0 0.5 -2.7 -0.239
C 0.2959 -0.8301 0.8176 0.4 0.8 -0.5 0.653
O 0.1242 -1.6275 1.6167 -0.7 -1.8 1.9 -0.351
H 2.0042 0.9939 -1.1361 1.4 -0.3 0.0 0.255
H 0.4470 0.9251 -2.0145 0.5 -1.0 0.3 0.226
N 2.9029 -1.4877 3.5795 -0.8 -0.2 -1.0 -0.513
Br 2.3644 0.2466 3.1850 0.3 0.4 0.0 -0.042
H 2.4670 -1.6829 4.4494 -0.1 -0.3 0.9 0.268
H 3.8953 -1.5342 3.6477 0.7 0.3 0.3 0.284
```
Positions in Å, forces in eV/Å.

Properties
SMILES string: C=C=C=O.NBr
Relative energy (zero: lowest compared OMol25 entry of this formula, charge and spin): 3.637 eV
Multiplicity: 1
Frontier orbital gap: 8.0260 eV
E_LUMO: -0.607 eV